w) The following is a quantum chemistry calculation of 2 unconnected molecules or ions with the total composition C4H8NS, from the Open Molecules 2025 dataset.

The geometry in ORCA input format:
```
! wB97M-V def2-TZVPD RIJCOSX def2/J DEFGRID3
* xyz 1 1
C -0.643 -0.412 0.416
C -0.309 -1.760 0.322
C 0.702 -0.803 0.849
C -0.341 1.642 -0.851
N 0.944 1.874 -0.465
S -0.732 -3.447 0.137
H -1.393 0.303 0.597
H 1.610 -0.649 0.290
H 0.829 -0.856 1.929
H -1.110 2.124 -0.309
H -0.634 1.004 -1.687
H 1.726 1.286 -0.645
H -1.820 -3.076 -0.599
H 1.172 2.770 0.017
*
```

Summary:
HOMO energy (spin up / spin down): -12.53 / -12.53 eV
Frontier orbital gap (spin up / spin down): 7.007 / 7.008 eV

---

x) The following is a quantum chemistry calculation of a gas-phase ion, C4H8NS (charge +1), from the Open Molecules 2025 dataset.

The geometry in ORCA input format:
```
! wB97M-V def2-TZVPD RIJCOSX def2/J DEFGRID3
* xyz 1 1
C 1.782 -1.003 -1.020
C -0.072 0.387 -0.925
C -0.846 1.263 0.109
C -1.235 0.005 2.283
N 0.762 -0.594 -0.387
S 0.031 0.762 1.656
H 2.532 -1.445 -0.390
H 2.014 -0.934 -2.109
H -0.765 -0.083 -1.703
H 0.577 1.150 -1.390
H -0.746 2.401 0.047
H -1.878 1.069 0.111
H -2.153 -0.041 1.757
H -1.156 -0.453 3.282
*
```

Summary:
HOMO energy (spin up / spin down): -14.00 / -14.00 eV
Frontier orbital gap (spin up / spin down): 8.203 / 8.204 eV

---

Of them, w) has the lowest stability.

---

w) The following is a quantum chemistry calculation of 2 unconnected molecules or ions with the total composition C3H10NO2, from the Open Molecules 2025 dataset.

The geometry in ORCA input format:
```
! wB97M-V def2-TZVPD RIJCOSX def2/J DEFGRID3
* xyz -1 1
C 1.796 1.014 0.335
C 0.959 -0.219 0.120
C -0.528 0.196 -0.386
O -1.268 -0.885 -0.508
N 2.248 1.682 -0.922
H 2.643 0.765 1.027
H 1.032 1.694 0.870
H 1.460 -0.702 -0.838
H 1.029 -0.943 0.937
H -0.532 0.909 -1.250
H -0.787 0.891 0.541
H 2.452 2.670 -0.834
H 1.587 1.498 -1.614
H -2.971 -1.086 1.604
H -2.302 -1.549 0.367
O -2.820 -1.848 1.162
*
```

Summary:
HOMO energy: -3.11 eV
Frontier orbital gap: 7.257 eV

---

x) The following is a quantum chemistry calculation of 2 unconnected molecules or ions with the total composition C3H10NO2, from the Open Molecules 2025 dataset.

The geometry in ORCA input format:
```
! wB97M-V def2-TZVPD RIJCOSX def2/J DEFGRID3
* xyz -1 1
C 0.910 -0.309 1.183
N -0.192 -0.462 0.238
C -0.233 0.664 -0.705
C 0.757 0.341 -1.889
O 0.865 -0.996 -2.085
H 1.114 -1.235 1.714
H 1.813 0.056 0.693
H 0.662 0.450 1.936
H 0.118 -1.194 -0.428
H -1.255 0.776 -1.066
H 0.100 1.583 -0.206
H 0.384 0.874 -2.781
H 1.743 0.801 -1.628
H -1.770 -0.722 1.099
H -2.394 -0.023 2.325
O -2.621 -0.605 1.601
*
```

Summary:
HOMO energy: -2.79 eV
Frontier orbital gap: 6.835 eV

---

Of them, w) has the lowest stability.